{"formula": "C8H11N2", "method": "the ωB97M-V functional and the def2-TZVPD basis", "elements": ["C", "C", "C", "C", "C", "C", "C", "C", "N", "N", "H", "H", "H", "H", "H", "H", "H", "H", "H", "H", "H"], "xyz": [[-0.375, 1.104, -1.873], [0.584, 0.018, -1.835], [-0.901, 1.740, -0.831], [-1.897, -0.254, 1.630], [1.027, -0.586, -0.758], [-0.697, 1.423, 0.629], [0.201, 0.250, 0.985], [1.982, -1.634, -0.415], [-1.989, 0.966, 1.163], [-0.666, -0.703, 1.586], [-0.656, 1.427, -2.865], [0.962, -0.307, -2.798], [-1.593, 2.552, -0.990], [-2.733, -0.811, 2.019], [-0.391, 2.340, 1.149], [1.106, 0.455, 1.541], [1.471, -2.532, -0.064], [2.657, -1.299, 0.374], [2.574, -1.893, -1.296], [-2.844, 1.484, 1.034], [-0.355, -1.609, 1.906]], "forces_ev_per_a": [[-0.376, 0.520, 0.291], [0.488, -0.591, -0.092], [0.114, -0.146, -0.134], [-0.104, 0.116, 0.130], [-1.845, 2.003, 3.314], [0.336, 0.435, -0.312], [2.179, -1.209, -3.828], [0.214, -0.183, -0.146], [-0.272, -0.209, 0.277], [-0.260, -0.427, 0.375], [-0.069, 0.131, -0.032], [0.096, -0.103, -0.058], [-0.072, 0.159, -0.151], [-0.066, -0.103, 0.023], [-0.060, -0.165, 0.020], [-0.083, 0.078, 0.193], [0.022, -0.098, 0.006], [0.070, -0.023, -0.039], [0.012, -0.100, 0.068], [-0.068, -0.168, 0.103], [-0.255, 0.082, -0.008]], "lowdin_charge": [-0.068, -0.084, -0.044, -0.048, -0.075, -0.225, -0.048, -0.076, 0.128, 0.103, 0.115, 0.124, 0.113, 0.170, 0.160, 0.132, 0.086, 0.088, 0.098, 0.175, 0.176], "e_homo_ev": -12.4902, "lumo_ev": -3.41, "e_above_lowest_ev": 1.8709, "charge": 1}